Formula: C3H6AlI2Na
Source: OMol25
Level of theory: ωB97M-V/def2-TZVPD

Geometry (Å):
C  0.84  -1.04  0.05
C  1.25  0.29  0.51
I  3.26  0.51  1.18
C  0.31  1.22  0.46
Al  -1.55  0.76  -0.38
I  0.66  3.19  1.11
H  1.69  -1.68  -0.17
H  0.25  -0.87  -0.84
H  0.25  -1.51  0.82
H  -1.82  -0.87  -0.13
H  -1.42  1.03  -1.96
H  -2.74  1.54  0.33
Na  -0.98  -2.56  -0.97

Output
HOMO level = -8.171 eV

***

Formula: C3H6AsF6O3Rb
Source: OMol25
Level of theory: ωB97M-V/def2-TZVPD

Geometry (Å):
Rb  -4.41  -13.44  -22.31
As  -6.05  -9.46  -22.19
F  -6.46  -8.93  -20.53
F  -4.92  -10.72  -21.60
F  -5.61  -10.17  -23.78
F  -7.25  -8.42  -23.03
F  -4.66  -8.33  -22.38
F  -7.36  -10.67  -22.04
C  -2.19  -14.98  -26.95
O  -1.36  -15.41  -25.88
C  -1.54  -14.81  -24.67
O  -2.63  -14.49  -24.14
O  -0.34  -14.74  -24.13
C  -0.20  -14.26  -22.85
H  -2.13  -13.90  -27.02
H  -3.26  -15.09  -26.76
H  -1.96  -15.44  -27.91
H  0.79  -13.84  -22.69
H  -0.15  -15.14  -22.20
H  -1.05  -13.67  -22.49

Output
HOMO level = -11.839 eV
relative energy (zero: lowest compared OMol25 entry of this formula, charge and spin) = 1.4620 eV

***

Formula: C3H6Br2IP
Source: OMol25
Level of theory: ωB97M-V/def2-TZVPD

Geometry (Å):
C  2.39  0.23  -0.66
C  0.93  -0.09  -0.54
Br  0.42  -1.64  -1.52
C  -0.03  0.56  0.10
Br  0.36  2.20  0.97
P  -1.86  0.10  0.21
I  -4.44  -0.52  0.35
H  2.59  1.23  -0.28
H  2.96  -0.49  -0.07
H  2.72  0.15  -1.70
H  -1.62  -1.25  0.43
H  -2.07  0.92  1.31
H  -2.14  0.59  -1.06

Output
HOMO level = -8.806 eV
SMILES string = C/C(Br)=C(\Br)[PH3]I

***

Formula: C3H6Br2O2P
Source: OMol25
Level of theory: ωB97M-V/def2-TZVPD

Geometry (Å):
O  2.48  -1.44  0.41
C  2.13  -0.36  0.06
O  3.00  0.71  0.16
C  0.79  -0.03  -0.55
C  -0.38  -0.79  0.10
P  -2.01  0.08  -0.29
Br  -3.09  -0.66  1.53
H  2.55  1.44  0.61
H  0.61  1.05  -0.47
H  0.86  -0.25  -1.62
H  -0.47  -1.80  -0.31
H  -0.22  -0.86  1.17
H  -1.55  1.32  0.22
Br  -4.71  1.59  -1.03

Output
HOMO level = -3.799 eV
total charge = -1
relative energy (zero: lowest compared OMol25 entry of this formula, charge and spin) = 0.0000 eV

***

Formula: C3H6Br2S
Source: OMol25
Level of theory: ωB97M-V/def2-TZVPD

Geometry (Å):
C  0.55  -1.02  0.79
C  -1.20  2.04  0.35
C  0.98  0.51  0.89
S  1.39  1.17  2.46
Br  -2.39  0.88  -0.41
Br  2.14  1.17  -0.43
H  1.06  -1.69  1.55
H  -0.46  -1.21  0.86
H  0.76  -1.29  -0.19
H  -0.72  2.71  -0.35
H  -1.36  2.20  1.33
H  0.21  1.32  3.03

Output
HOMO level (spin up / spin down) = -8.282 / -8.017 eV
relative energy (zero: lowest compared OMol25 entry of this formula, charge and spin) = 3.3999 eV

***

Formula: C3H6Br3OP
Source: OMol25
Level of theory: ωB97M-V/def2-TZVPD

Geometry (Å):
C  1.17  0.00  1.11
C  0.52  0.18  -1.43
C  0.21  -0.08  -0.01
O  -1.88  -0.09  1.86
P  -1.50  0.26  0.49
Br  -0.31  -2.71  0.23
Br  -1.64  2.42  0.28
Br  -2.87  -0.43  -1.08
H  1.74  0.91  1.32
H  2.07  -0.70  0.65
H  0.64  -0.22  2.04
H  0.52  1.26  -1.69
H  1.55  -0.28  -1.66
H  -0.21  -0.51  -2.10

Output
HOMO level (spin up / spin down) = -9.839 / -9.840 eV
relative energy (zero: lowest compared OMol25 entry of this formula, charge and spin) = 1.6064 eV

***

Formula: C3H6BrF2N
Source: OMol25
Level of theory: ωB97M-V/def2-TZVPD

Geometry (Å):
C  0.64  1.33  -0.46
C  -1.13  -0.36  0.11
C  -0.36  0.33  -1.01
N  -0.89  -1.50  0.55
F  -1.22  0.95  -1.88
F  0.28  -0.61  -1.76
Br  1.74  -1.42  2.58
H  1.27  0.86  0.28
H  1.25  1.70  -1.28
H  0.10  2.16  -0.01
H  -1.88  0.26  0.59
H  0.39  -1.68  2.29
H  -0.19  -2.02  0.02

Output
HOMO level = -10.755 eV
SMILES string = [H]/N=C\C(C)(F)F.Br
relative energy (zero: lowest compared OMol25 entry of this formula, charge and spin) = 0.2089 eV

***

Formula: C3H6BrF2N
Source: OMol25
Level of theory: ωB97M-V/def2-TZVPD

Geometry (Å):
C  1.26  0.73  0.32
C  -0.77  -0.61  0.33
C  -0.18  0.85  -0.08
N  -0.19  -1.60  -0.52
F  -0.81  1.79  0.64
F  -0.31  1.20  -1.40
Br  -2.81  -0.50  0.17
H  1.81  1.76  0.43
H  1.40  0.23  1.34
H  1.90  0.25  -0.33
H  -0.71  -0.65  1.33
H  -0.87  -2.24  -0.86
H  0.27  -1.22  -1.34

Output
HOMO level = -10.006 eV
SMILES string = CC(F)(F)[C@H](N)Br
relative energy (zero: lowest compared OMol25 entry of this formula, charge and spin) = 0.4695 eV

***

Formula: C3H6BrFO
Source: OMol25
Level of theory: ωB97M-V/def2-TZVPD

Geometry (Å):
C  -1.45  -0.04  -0.40
C  -0.10  -0.50  0.16
C  0.98  0.53  -0.20
O  -0.12  -0.70  1.53
F  1.01  1.49  0.67
Br  3.03  -0.28  -0.33
H  -1.58  1.11  -0.05
H  -1.18  -0.02  -1.49
H  -2.40  -0.59  -0.25
H  0.14  -1.38  -0.37
H  0.89  0.81  -1.23
H  0.79  -0.43  1.97

Output
HOMO level = -10.441 eV
SMILES string = C[C@H](O)[C@@H](F)Br
relative energy (zero: lowest compared OMol25 entry of this formula, charge and spin) = 0.7301 eV

***

Formula: C3H6BrMgO3
Source: OMol25
Level of theory: ωB97M-V/def2-TZVPD

Geometry (Å):
Mg  1.59  -3.10  -6.25
Br  1.12  -1.40  -4.62
C  -0.75  -0.30  -1.30
O  0.18  -0.13  -0.22
C  -0.29  0.30  0.94
O  -1.44  0.50  1.20
O  0.75  0.53  1.74
C  0.44  1.05  3.03
H  -0.10  -0.22  -2.17
H  -1.52  0.47  -1.23
H  -1.18  -1.29  -1.22
H  1.40  1.44  3.37
H  0.09  0.31  3.75
H  -0.30  1.84  2.98

Output
HOMO level = -12.536 eV
total charge = +1
relative energy (zero: lowest compared OMol25 entry of this formula, charge and spin) = 0.0617 eV

***

Formula: C3H6BrN2O
Source: OMol25
Level of theory: ωB97M-V/def2-TZVPD

Geometry (Å):
C  0.57  0.93  -0.94
C  -2.19  0.59  0.18
C  1.48  -0.69  0.58
N  -0.70  -0.89  -0.34
N  0.41  -0.15  -0.21
O  -1.69  1.61  -0.05
Br  -3.74  -0.15  0.74
H  -0.08  1.24  -1.62
H  1.37  1.49  -0.83
H  1.26  -0.24  1.61
H  2.44  -0.25  0.14
H  1.53  -1.83  0.46
H  -0.65  -1.66  0.27

Output
HOMO level = -13.823 eV
total charge = +1
relative energy (zero: lowest compared OMol25 entry of this formula, charge and spin) = 2.0584 eV

***

Formula: C3H6BrO3Zn
Source: OMol25
Level of theory: ωB97M-V/def2-TZVPD

Geometry (Å):
Zn  -8.78  1.20  1.28
Br  -6.41  0.65  4.19
C  2.68  0.39  -2.26
O  1.82  0.71  -1.23
C  1.50  -0.26  -0.32
O  2.01  -1.33  -0.22
O  0.52  0.23  0.42
C  -0.30  -0.50  1.35
H  2.76  1.31  -2.83
H  2.29  -0.41  -2.90
H  3.69  0.12  -1.95
H  -1.07  0.21  1.66
H  0.17  -1.15  2.09
H  -0.87  -1.19  0.73

Output
HOMO level = -12.217 eV
total charge = +1
relative energy (zero: lowest compared OMol25 entry of this formula, charge and spin) = 3.1199 eV

***

Formula: C3H6BrO3Zn
Source: OMol25
Level of theory: ωB97M-V/def2-TZVPD

Geometry (Å):
Zn  12.82  -11.44  -10.60
Br  14.15  -12.01  -11.93
C  20.34  -11.64  -9.44
O  19.14  -11.35  -10.07
C  18.34  -12.29  -10.52
O  18.45  -13.48  -10.16
O  17.54  -11.76  -11.41
C  16.58  -12.63  -12.19
H  21.20  -11.11  -9.85
H  20.59  -12.70  -9.51
H  20.22  -11.32  -8.41
H  15.93  -11.90  -12.67
H  16.10  -13.37  -11.56
H  17.15  -13.11  -12.99

Output
HOMO level = -13.140 eV
total charge = +1
relative energy (zero: lowest compared OMol25 entry of this formula, charge and spin) = 1.3698 eV

***

Formula: C3H6Cl2N
Source: OMol25
Level of theory: ωB97M-V/def2-TZVPD

Geometry (Å):
C  -1.07  -1.23  0.32
C  -0.85  0.84  -0.71
C  1.91  0.08  0.73
N  -0.32  -0.30  -0.02
Cl  2.55  -1.16  -0.18
Cl  2.15  1.64  0.15
H  -0.62  -2.18  0.73
H  -2.11  -1.32  -0.11
H  -1.72  1.38  -0.19
H  -1.45  0.56  -1.61
H  0.00  1.64  -0.92
H  1.53  0.05  1.81

Output
HOMO level (spin up / spin down) = -15.057 / -15.058 eV
total charge = +1
relative energy (zero: lowest compared OMol25 entry of this formula, charge and spin) = 2.8042 eV

***

Formula: C3H6Cl2N2O
Source: OMol25
Level of theory: ωB97M-V/def2-TZVPD

Geometry (Å):
C  -1.92  0.47  0.61
C  0.21  0.49  -0.85
C  1.08  -0.17  0.16
N  -2.03  0.78  1.79
N  2.39  -0.09  -0.29
O  -0.42  -0.19  -1.74
Cl  -2.96  -0.26  -0.44
Cl  0.49  -1.82  0.65
H  0.28  1.57  -0.99
H  0.91  0.42  1.11
H  -2.86  0.61  2.37
H  3.16  -0.34  0.38
H  2.66  -0.54  -1.19
H  -0.98  -0.94  -1.56

Output
HOMO level (spin up / spin down) = -7.773 / -7.429 eV
relative energy (zero: lowest compared OMol25 entry of this formula, charge and spin) = 3.0196 eV

***

Formula: C3H6Cl2N2O
Source: OMol25
Level of theory: ωB97M-V/def2-TZVPD

Geometry (Å):
C  -0.34  0.24  1.29
C  -0.21  -1.88  0.33
C  0.92  0.07  -0.71
N  0.23  -0.47  0.34
N  -0.07  2.64  -0.69
O  -1.07  0.06  2.21
Cl  -0.21  2.63  0.94
Cl  -1.73  2.70  -1.33
H  0.21  -2.35  -0.62
H  0.39  -2.34  1.09
H  -1.30  -2.08  0.37
H  0.23  0.26  -1.60
H  1.23  1.08  -0.53
H  1.72  -0.56  -1.09

Output
HOMO level (spin up / spin down) = -8.259 / -7.432 eV
relative energy (zero: lowest compared OMol25 entry of this formula, charge and spin) = 4.6403 eV

***

Formula: C3H6Cl2O3
Source: OMol25
Level of theory: ωB97M-V/def2-TZVPD

Geometry (Å):
C  1.53  -0.25  0.00
C  0.45  -0.08  -0.77
C  -2.17  -1.75  0.63
O  -0.02  -0.98  -1.60
O  -1.19  -2.60  0.59
O  -2.72  -1.23  -0.29
Cl  2.78  5.82  0.27
Cl  -2.62  -1.44  2.30
H  2.03  -1.28  0.11
H  1.88  0.44  0.76
H  0.03  0.95  -0.71
H  1.79  6.18  1.16
H  -0.96  -2.90  -0.36
H  -0.80  -0.87  -2.09

Output
HOMO level = -9.099 eV
SMILES string = O=C(O)Cl.C=CO.Cl
relative energy (zero: lowest compared OMol25 entry of this formula, charge and spin) = 0.8300 eV

***

Formula: C3H6Cl2O3S
Source: OMol25
Level of theory: ωB97M-V/def2-TZVPD

Geometry (Å):
C  0.98  -1.36  1.44
C  -1.45  0.65  -1.25
C  -0.44  -1.86  1.38
O  -1.21  0.76  1.93
O  -3.00  -0.91  1.74
O  -2.09  -0.11  -0.27
S  -1.79  -0.36  1.30
Cl  -0.67  -2.85  -0.04
Cl  -1.11  -2.67  2.81
H  1.69  -2.03  2.09
H  1.34  -1.35  0.38
H  1.01  -0.41  2.08
H  -1.74  1.68  -1.21
H  -1.79  0.14  -2.26
H  -0.38  0.45  -1.27

Output
HOMO level = -10.636 eV
SMILES string = COS(=O)(=O)C(C)(Cl)Cl
relative energy (zero: lowest compared OMol25 entry of this formula, charge and spin) = 0.0000 eV

***

Formula: C3H6Cl2O8S
Source: OMol25
Level of theory: ωB97M-V/def2-TZVPD

Geometry (Å):
C  -1.23  -0.09  -0.68
C  0.27  0.11  -0.86
C  -1.69  0.03  0.77
O  4.32  -0.61  1.20
O  1.95  -0.07  1.31
O  -1.92  0.85  -1.42
O  -1.53  -1.46  -1.10
O  0.70  1.36  -0.91
O  1.01  -0.86  -0.91
O  -1.81  1.31  1.18
O  -0.81  -0.82  1.48
S  3.19  -0.61  0.39
Cl  -3.37  -0.65  0.99
Cl  3.56  1.21  -0.77
H  -1.74  0.61  -2.30
H  1.23  -0.60  1.24
H  1.63  1.28  -1.11
H  -0.71  -1.92  -1.28
H  -1.74  1.93  0.51
H  -1.30  -1.01  2.28

Output
HOMO level = -10.743 eV
relative energy (zero: lowest compared OMol25 entry of this formula, charge and spin) = 0.2491 eV

***

Formula: C3H6ClCrO
Source: OMol25
Level of theory: ωB97M-V/def2-TZVPD

Geometry (Å):
Cr  -2.23  -31.31  -15.36
Cl  -4.47  -30.63  -14.55
C  -5.36  -32.83  -17.23
C  -4.05  -32.42  -17.84
O  -3.35  -31.71  -17.11
C  -3.57  -33.05  -19.14
H  -5.34  -33.55  -16.41
H  -6.09  -33.26  -17.91
H  -5.86  -31.91  -16.89
H  -2.60  -33.53  -19.11
H  -3.54  -32.26  -19.89
H  -4.31  -33.79  -19.45

Output
HOMO level (spin up / spin down) = -14.083 / -14.171 eV
2S+1 = 5
total charge = +1